A structure of composition C4H6OV in a non-equilibrium geometry, computed with ωB97M-V/def2-TZVPD.

Geometry (Å):
O 1.409 -0.546 -0.968
C 0.519 0.381 2.033
C -0.327 1.382 1.657
H 0.247 -0.051 3.012
H -0.038 2.075 0.857
H -1.254 1.610 2.204
V 1.769 -0.493 0.762
C 0.281 -0.338 -1.735
C -0.782 -1.166 -1.721
H 0.459 0.319 -2.600
H -0.937 -1.831 -0.865
H -1.348 -1.342 -2.636

Highest occupied orbital energy (alpha / beta): -8.00 / -8.84 eV
Frontier orbital gap (alpha / beta): 8.08 / 8.43 eV
Largest force on an atom: 2.25 eV Å⁻¹
Multiplicity: 4
M: 121.0 g mol⁻¹
DFT total energy: -1175.095442 hartree